(1)
# C12H19Cl2MoNO2P

A structure of composition C12H19Cl2MoNO2P in a non-equilibrium geometry (wB97M-V/def2-TZVPD, OMol25).

Geometry as XYZ:
```
38
Properties=species:S:1:pos:R:3
C 3.472 0.844 -3.811
C 2.978 0.160 -2.602
H 4.526 0.638 -3.979
H 3.327 1.921 -3.713
H 2.935 0.500 -4.705
O 3.442 -0.615 -1.816
Cl 1.149 0.699 -2.226
Mo -0.045 -0.186 -0.338
P -1.001 -2.283 -1.103
C -0.683 -3.998 -0.510
C -2.789 -2.364 -1.471
H -0.147 -1.318 -3.157
H -0.409 -3.088 -3.319
H 1.021 -2.460 -2.444
C -0.048 -2.289 -2.657
H -3.108 -1.451 -1.987
H -3.052 -3.246 -2.074
H -1.080 -4.706 -1.254
H -1.181 -4.147 0.457
H -3.342 -2.414 -0.520
H 0.398 -4.153 -0.382
C 1.143 -1.285 0.726
O 1.862 -1.924 1.392
Cl -1.949 0.867 -1.420
C -0.624 3.918 4.567
C -0.532 2.896 3.478
C -1.678 2.592 2.738
C -1.619 1.659 1.698
N -0.431 1.060 1.348
C 0.691 1.387 2.048
C 0.657 2.285 3.109
H -1.033 4.841 4.155
H -1.302 3.610 5.365
H 0.365 4.105 4.974
H -2.604 3.119 2.966
H -2.491 1.379 1.094
H 1.605 0.901 1.737
H 1.577 2.546 3.638
```

Summary:
Multiplicity ... 3
Total charge ... +3
Orbital gap (alpha / beta) ... 0.22654 / 0.21926 Ha
⟨S²⟩ ... 2.027
HOMO (alpha / beta) ... -19.885 / -19.902 eV
Lowest unoccupied orbital energy (alpha / beta) ... -13.721 / -13.936 eV


(2)
# C3H9BO2

A cluster of 3 separate species, C3H9BO2 in total in a non-equilibrium geometry (wB97M-V/def2-TZVPD, OMol25).

Geometry as XYZ:
```
15
Properties=species:S:1:pos:R:3
B -1.104 2.955 1.563
C 0.906 -1.667 -1.381
C 0.444 -0.385 -0.724
C 0.030 -0.577 0.743
O -0.051 3.314 1.032
O -0.992 0.353 1.232
H -2.162 2.749 2.137
H 1.093 -1.637 -2.459
H 1.759 -2.216 -0.968
H 0.143 -2.371 -1.292
H -0.403 -0.083 -1.366
H 1.123 0.582 -0.825
H -0.359 -1.508 0.925
H 0.860 -0.346 1.374
H -1.287 0.836 0.006
```

Summary:
Multiplicity ... 1
Total charge ... 0
Orbital gap ... 0.39446 Ha
HOMO ... -10.351 eV
Energy above the lowest of the compared OMol25 structures with the same formula, charge and spin ... 89.6 kcal/mol
Lowest unoccupied orbital energy ... 0.383 eV